# 1
DFT (ωB97M-V/def2-TZVPD) results for C5H6O as an isolated structure.

Summary:
E = -7326.451 eV
spin multiplicity = 1
energy above the lowest of the compared OMol25 structures with the same formula, charge and spin = 273.4 kJ/mol
F_max = 0.54 eV/A
lowest unoccupied orbital energy = 1.092 eV

Geometry as XYZ:
```
12
Properties=species:S:1:pos:R:3:nbo_charge:R:1
O -0.657 1.286 -0.392 -0.5076
C -0.831 -0.811 -0.170 -0.4243
C 2.466 0.122 0.305 -0.2346
C -1.175 0.437 0.649 -0.0663
C 0.094 0.174 -0.912 0.0191
C 1.446 0.153 -0.333 -0.0285
H -2.220 0.652 0.880 0.1855
H -0.360 -1.657 0.333 0.2166
H -0.563 0.525 1.557 0.1757
H 0.101 0.161 -2.007 0.2108
H -1.663 -1.142 -0.796 0.2142
H 3.363 0.099 0.884 0.2394
```

***

# 2
DFT (ωB97M-V/def2-TZVPD) results for a 9-piece molecular cluster, C26H61N8O9 overall.

Summary:
E = -58299.236 eV
net charge = -1
spin multiplicity = 1
energy above the lowest of the compared OMol25 structures with the same formula, charge and spin = 0.0 kJ/mol
F_max = 1.81 eV/A
lowest unoccupied orbital energy = 1.859 eV

Geometry as XYZ:
```
104
Properties=species:S:1:pos:R:3:mulliken_charge:R:1
O 3.573 0.910 -4.732 -0.5495
O 1.750 -2.976 -2.549 -0.4269
O -7.170 1.232 -0.673 -0.5600
O 4.176 -4.469 0.794 -0.6711
O 4.966 1.084 0.594 -0.5042
O -3.768 -4.148 -2.244 -0.5365
O -0.618 -2.303 0.025 -0.8727
O -2.875 -4.714 2.697 -0.6554
O -1.853 6.768 2.867 -0.6013
N -5.730 2.138 0.842 0.1883
N 3.496 2.687 -0.044 0.2908
N -0.974 -4.184 3.813 0.1724
N 4.160 -2.498 1.914 0.2548
N -1.323 4.895 1.683 0.1557
N -4.927 -2.203 -1.909 0.2584
N 3.944 -2.343 -2.517 0.5956
N 1.414 1.329 -4.107 0.2471
C -4.725 -3.441 -2.439 0.0235
C -0.832 5.604 0.534 -0.8033
C -6.071 -1.427 -2.355 -0.8007
C 0.428 -3.876 3.798 -0.6348
C 0.307 2.251 -4.138 -0.8272
C -3.925 -1.513 -1.138 -0.8573
C -5.585 2.997 1.989 -0.8890
C -6.936 1.984 0.255 0.0452
C 3.859 -1.298 -1.550 0.1197
C 1.358 0.192 -3.203 -0.4495
C 2.332 1.959 0.426 -0.0465
C 4.723 2.116 0.006 0.0103
C 5.553 -2.541 2.274 -1.0954
C -1.697 -4.411 2.681 0.2387
C -1.656 -4.125 5.086 -0.9744
C 2.560 1.577 -4.772 -0.0055
C -4.521 1.666 0.198 -0.9023
C -1.315 3.455 1.579 -0.3367
C 2.876 -3.061 -2.966 -0.1833
C 3.567 -3.519 1.239 0.2593
C 5.251 -2.553 -3.086 -1.0442
C -1.851 5.568 2.736 0.1899
C 3.438 -1.405 2.484 -0.5838
C -0.900 0.043 0.009 -0.1108
C -0.027 -1.178 0.355 1.4595
C 3.276 3.937 -0.723 -0.8178
H 1.884 0.338 -2.265 -0.0583
H -5.523 2.404 2.904 0.2862
H 0.456 3.037 -4.873 0.3113
H -3.095 -2.131 -0.781 0.3560
H 5.647 -2.592 3.366 0.3549
H 2.159 2.101 1.500 0.2582
H 2.495 -3.288 1.102 0.3708
H 2.392 0.885 0.260 -0.3883
H -5.741 -0.757 -3.161 0.2756
H 6.017 -2.578 -2.306 0.3039
H -4.799 1.077 -0.668 0.1641
H 2.873 -1.125 -1.117 -1.2445
H 1.043 -4.777 3.930 0.3038
H -5.583 -3.717 -3.082 0.2559
H -1.255 -0.093 -1.027 -0.1603
H -1.380 3.017 2.578 0.3964
H -1.107 -4.245 1.763 0.2909
H 6.085 -1.657 1.918 0.2518
H 2.583 3.815 -1.559 0.2377
H -3.945 2.510 -0.196 0.3115
H 0.184 2.699 -3.141 0.2588
H 4.519 -1.445 -0.691 0.5244
H 4.105 -0.323 -1.995 0.5575
H 0.129 5.193 0.200 0.1108
H -0.625 6.650 0.743 0.3476
H 5.506 2.733 -0.465 0.2782
H 2.486 2.504 -5.378 0.2193
H -1.867 -0.068 0.520 0.2281
H -0.638 1.739 -4.329 0.3095
H 1.459 2.369 -0.080 0.0368
H -3.946 1.089 0.919 0.4299
H 0.215 -1.080 1.467 -0.3069
H -1.491 5.528 -0.337 0.3165
H -2.228 4.855 3.494 0.3356
H 2.352 -1.438 2.389 -0.0274
H 5.339 -3.521 -3.580 0.3752
H -2.728 -4.064 4.935 0.3310
H -6.440 -0.764 -1.572 0.2281
H 0.321 -0.080 -3.001 0.3083
H 2.978 4.748 -0.055 0.2426
H 3.638 -1.391 3.570 0.3881
H 0.728 -3.232 4.627 0.3143
H -0.470 1.053 0.044 -0.2538
H -0.339 3.090 1.247 -0.1492
H -2.043 3.042 0.882 0.1083
H 3.779 -0.403 2.208 0.1791
H -3.433 -0.757 -1.771 0.2728
H -1.326 -3.226 5.618 0.3144
H -7.740 2.607 0.679 0.2934
H 5.490 -1.771 -3.815 0.3092
H -6.387 3.730 2.056 0.4005
H 3.175 -3.722 -3.802 0.2450
H -4.384 -1.012 -0.287 0.2107
H 6.016 -3.436 1.865 0.3484
H -6.866 -2.100 -2.662 0.3345
H -1.399 -4.986 5.713 0.2998
H 0.716 -3.402 2.858 -0.0053
H 0.987 -0.986 -0.125 -1.0859
H 1.738 -0.695 -3.705 0.2142
H 4.216 4.269 -1.175 0.3254
H -4.659 3.574 1.911 0.1855
```

***

# 3
DFT (ωB97M-V/def2-TZVPD) results for one molecule with the formula C2H7NO.

Summary:
E = -5724.491 eV
spin multiplicity = 1
energy above the lowest of the compared OMol25 structures with the same formula, charge and spin = 72.5 kJ/mol
F_max = 0.99 eV/A
SMILES string = NCCO
lowest unoccupied orbital energy = 0.989 eV

Geometry as XYZ:
```
11
Properties=species:S:1:pos:R:3:nbo_charge:R:1
O 1.316 0.450 1.539 -0.7208
N -1.275 -0.172 -0.953 -0.8322
C 0.046 -0.455 -0.392 -0.2492
C 0.578 0.790 0.381 -0.0634
H 1.299 1.279 -0.265 0.1778
H -2.013 -0.437 -0.302 0.3530
H 0.109 -1.348 0.239 0.1627
H -0.248 1.459 0.632 0.1632
H 0.770 -0.644 -1.187 0.1921
H 0.851 -0.182 2.071 0.4598
H -1.433 -0.739 -1.763 0.3570
```

***

# 4
DFT (ωB97M-V/def2-TZVPD) results for a 3-piece molecular cluster, CH9N2O2 overall.

Summary:
E = -8251.177 eV
net charge = +1
spin multiplicity = 1
energy above the lowest of the compared OMol25 structures with the same formula, charge and spin = 182.2 kJ/mol
F_max = 4.38 eV/A
lowest unoccupied orbital energy = -4.189 eV

Geometry as XYZ:
```
14
Properties=species:S:1:pos:R:3:nbo_charge:R:1
O 0.555 -2.658 -1.271 -0.9735
O -0.821 0.985 2.938 -0.9535
N -0.470 0.290 -1.514 -0.7238
N 1.208 0.752 -0.005 -0.7566
C 0.227 1.130 -0.756 0.4153
H 0.608 -3.214 -0.458 0.4969
H 1.417 1.073 0.969 0.4719
H -1.496 1.455 2.469 0.4665
H -0.174 2.295 -0.753 0.2538
H -1.454 0.481 -1.789 0.4475
H -0.296 -2.904 -1.689 0.4833
H 1.846 -0.106 -0.171 0.4493
H -0.024 -0.535 -1.809 0.4350
H -1.127 0.958 3.840 0.4879
```

***

# 5
DFT (ωB97M-V/def2-TZVPD) results for one molecule with the formula C19H27FN4O4S.

Summary:
E = -47843.450 eV
spin multiplicity = 1
energy above the lowest of the compared OMol25 structures with the same formula, charge and spin = 10.3 kJ/mol
F_max = 0.66 eV/A
SMILES string = CN(C(=O)c1cc(S(N)(=O)=O)n(C)c1)[C@H]1CCCN(C(=O)C(F)=C2CCC2)CC1
lowest unoccupied orbital energy = 0.364 eV

Geometry as XYZ:
```
56
Properties=species:S:1:pos:R:3:nbo_charge:R:1
S -3.209 -4.111 -1.208 2.3269
F -3.319 2.256 -7.188 -0.3400
O -2.836 -4.122 -2.591 -0.9329
O -2.973 -5.241 -0.358 -0.9409
O 0.185 0.703 0.722 -0.6279
O -0.050 1.064 -6.718 -0.6242
N -2.573 -2.319 0.788 -0.2983
N -4.828 -3.805 -1.065 -1.0792
N -1.876 0.444 -5.527 -0.4348
N -0.204 1.054 -1.478 -0.4429
C -3.328 -2.995 1.831 -0.4088
C -0.362 0.348 -0.313 0.6823
C -1.854 -1.189 0.951 0.0499
C -0.994 0.820 -2.688 -0.0407
C -2.855 2.099 -3.924 -0.4155
C 0.074 3.865 -7.648 -0.4181
C -1.358 3.400 -7.609 0.0193
C -0.455 5.281 -8.007 -0.3930
C -1.466 2.162 -3.282 -0.4107
C -1.229 1.229 -6.435 0.6172
C -1.867 4.674 -8.236 -0.4336
C -2.475 -2.697 -0.530 -0.2490
C -3.074 0.859 -4.795 -0.2226
C 1.056 1.762 -1.654 -0.4213
C -1.293 -0.815 -0.255 -0.2408
C -0.215 -0.015 -3.716 -0.4333
C -1.060 -0.569 -4.860 -0.2155
C -1.963 2.343 -7.100 0.2600
C -1.688 -1.793 -1.199 -0.2160
H -1.885 0.282 -2.365 0.2172
H -5.319 -4.656 -0.817 0.4094
H 0.907 2.642 -2.279 0.1989
H -3.338 0.009 -4.166 0.1992
H 0.272 -0.854 -3.209 0.2161
H -3.622 2.106 -3.145 0.2095
H -1.761 -0.712 1.912 0.2339
H 0.580 0.602 -4.141 0.2252
H -1.744 -1.340 -4.499 0.1963
H 1.810 1.124 -2.122 0.1910
H -0.405 -1.021 -5.601 0.2387
H -2.112 4.545 -9.291 0.2242
H -3.010 3.001 -4.519 0.2141
H 0.005 5.771 -8.862 0.2067
H -3.130 -2.490 2.772 0.2168
H 1.418 2.080 -0.681 0.2458
H -1.485 2.909 -2.486 0.2267
H -4.394 -2.953 1.613 0.2166
H 0.633 3.390 -8.454 0.2318
H -3.017 -4.035 1.902 0.2342
H -3.908 1.013 -5.474 0.2318
H -1.431 -1.887 -2.239 0.2426
H -0.738 2.510 -4.021 0.2022
H -2.712 5.153 -7.742 0.2210
H -5.206 -3.374 -1.899 0.4028
H 0.647 3.746 -6.729 0.2274
H -0.432 5.961 -7.157 0.2043
```

***

# 6
DFT (ωB97M-V/def2-TZVPD) results for a 3-piece molecular cluster, C5H16NO2 overall.

Summary:
E = -11022.161 eV
net charge = +1
spin multiplicity = 1
energy above the lowest of the compared OMol25 structures with the same formula, charge and spin = 165.9 kJ/mol
F_max = 4.46 eV/A
lowest unoccupied orbital energy = -2.872 eV

Geometry as XYZ:
```
24
Properties=species:S:1:pos:R:3:nbo_charge:R:1
O -1.117 -2.923 0.778 -0.9718
O -3.566 -0.016 -0.713 -1.0049
N -1.030 -0.017 0.363 -0.6608
C 1.655 0.523 -0.485 -0.0061
C 1.506 -0.590 -1.179 -0.4384
C -0.178 0.834 1.187 -0.2279
C 2.181 1.774 -0.942 -0.6753
C 1.319 0.571 1.014 -0.4553
H 1.020 -1.614 -0.799 0.2016
H -0.592 0.703 2.200 0.2308
H -1.004 -0.930 0.609 0.4446
H -3.634 0.300 -1.636 0.5088
H -1.932 0.344 0.400 0.4536
H 3.167 1.743 -1.279 0.2561
H 2.150 2.547 -0.186 0.2261
H 1.942 -0.657 -2.222 0.2283
H -0.403 1.906 0.894 0.2225
H -4.141 -0.739 -0.447 0.5089
H 1.711 -0.376 1.538 0.2449
H -1.139 -3.308 1.705 0.4946
H -0.808 0.067 -0.646 0.4420
H 1.671 1.912 -1.953 0.2425
H -0.535 -3.577 0.356 0.4929
H 1.760 1.523 1.444 0.2422
```